#P
# C3H8N2O2

One molecule with the formula C3H8N2O2 (the ωB97M-V functional and the def2-TZVPD basis, the OMol25 dataset).

Results
- E_HOMO (eV) = -9.80
- structure (SMILES) = NC(=O)NCCO
- charge = 0

Atoms and positions in Å:
N: 2.353 1.027 -0.451
C: 1.022 0.788 -0.171
O: 0.358 1.584 0.500
N: 0.532 -0.377 -0.687
C: -0.875 -0.758 -0.595
C: -1.441 -0.731 0.832
O: -2.042 0.486 1.174
H: 2.739 1.770 0.114
H: 2.955 0.219 -0.536
H: 1.041 -0.760 -1.473
H: -0.929 -1.778 -0.991
H: -1.509 -0.117 -1.222
H: -0.637 -1.017 1.532
H: -2.225 -1.492 0.908
H: -1.343 1.156 1.064

Mulliken population analysis, charges in e, atoms 1 to 5: N -0.5165; C 0.6084; O -0.7018; N -0.2494; C -0.5424

---

#Q
# C3H8N2O2

One molecule with the formula C3H8N2O2 (the ωB97M-V functional and the def2-TZVPD basis, the OMol25 dataset).

Results
- E_HOMO (eV) = -8.99
- structure (SMILES) = C[C@H](N)C(=O)ON
- charge = 0

Atoms and positions in Å:
C: -0.706 0.057 0.639
C: -1.202 -1.357 0.698
C: 0.774 0.192 0.321
N: 2.166 0.494 -1.634
N: -1.559 0.971 -0.014
O: 0.812 0.392 -1.135
O: 1.756 -0.267 0.914
H: -0.095 0.666 1.607
H: 2.741 0.056 -0.904
H: 2.363 1.495 -1.570
H: -1.992 0.627 -0.869
H: -1.115 1.875 -0.172
H: -2.257 -1.421 0.979
H: -1.059 -1.833 -0.278
H: -0.627 -1.947 1.419

Mulliken population analysis, charges in e, atoms 1 to 5: C 0.5634; C -1.3865; C 0.4947; N -0.4864; N -0.6163

---

#R
# C3H8N2O2

One molecule with the formula C3H8N2O2 (the ωB97M-V functional and the def2-TZVPD basis, the OMol25 dataset).

Results
- E_HOMO (eV) = -9.44
- structure (SMILES) = N[C@@]1(O)NCCO1
- charge = 0

Atoms and positions in Å:
N: 1.841 0.266 -0.874
C: 0.471 0.546 -0.565
O: 0.172 1.719 -1.246
N: -0.368 -0.584 -0.918
C: -1.268 -0.850 0.193
C: -0.507 -0.280 1.389
O: 0.214 0.801 0.827
H: 2.339 1.147 -0.948
H: 2.258 -0.268 -0.119
H: 0.213 -1.375 -1.166
H: -1.496 -1.915 0.280
H: -2.215 -0.312 0.048
H: 0.177 -1.027 1.821
H: -1.149 0.109 2.184
H: -0.680 2.023 -0.908

Mulliken population analysis, charges in e, atoms 1 to 5: N -0.6991; C 0.4640; O -0.5424; N -0.3372; C -0.4483

---

Relative to the most stable one, in hartree, the structures come out at #P 0.0000; #Q 0.1533; #R 0.0293.

---

#P
# C3H8N2O2

A 2-piece molecular cluster, C3H8N2O2 overall (the ωB97M-V functional and the def2-TZVPD basis, the OMol25 dataset).

Results
- E_HOMO (eV) = -9.76
- structure (SMILES) = O=C1NCCO1.N
- charge = 0

Atoms and positions in Å:
N: 2.680 0.725 -0.098
C: -0.523 0.995 0.092
O: 0.022 2.070 0.209
N: -0.045 -0.125 -0.528
C: -0.863 -1.279 -0.227
C: -2.145 -0.595 0.286
O: -1.764 0.746 0.591
H: 2.117 1.576 -0.129
H: 3.540 0.897 -0.611
H: 0.976 -0.172 -0.603
H: -0.405 -1.921 0.537
H: -1.057 -1.886 -1.117
H: -2.540 -1.054 1.195
H: -2.931 -0.572 -0.475
H: 2.937 0.596 0.876

Mulliken population analysis, charges in e, atoms 1 to 5: N -0.7603; C 0.5234; O -0.6283; N -0.1896; C -0.4191

---

#Q
# C3H8N2O2

A 3-piece molecular cluster, C3H8N2O2 overall (the ωB97M-V functional and the def2-TZVPD basis, the OMol25 dataset).

Results
- E_HOMO (eV) = -8.39
- structure (SMILES) = O=C=O.C=CN.N
- charge = 0

Atoms and positions in Å:
C: -0.555 -1.105 -3.665
C: 0.533 -0.707 0.998
C: -0.322 -0.395 0.039
N: -1.380 -1.327 -0.323
N: 1.028 2.703 2.279
O: -0.232 -1.764 -2.784
O: -0.964 -0.261 -4.346
H: 1.150 0.064 1.477
H: 0.814 -1.714 1.209
H: -0.580 0.581 -0.178
H: -2.034 -0.981 -0.945
H: -1.180 -2.356 -0.467
H: 0.693 1.741 2.284
H: 1.636 2.806 3.000
H: 1.396 2.713 1.422

Mulliken population analysis, charges in e, atoms 1 to 5: C 0.6651; C -0.7618; C 0.1298; N -0.5260; N -0.6676

---

#R
# C3H8N2O2

A 2-piece molecular cluster, C3H8N2O2 overall (the ωB97M-V functional and the def2-TZVPD basis, the OMol25 dataset).

Results
- E_HOMO (eV) = -9.27
- structure (SMILES) = [H]/N=C(\C)C=O.NO
- charge = 0

Atoms and positions in Å:
C: 1.669 -0.321 -0.496
C: 0.816 0.180 0.637
N: 1.262 0.667 1.733
H: 2.281 0.799 1.710
H: -0.514 1.044 0.045
H: 2.678 -0.575 -0.160
H: 1.238 -1.219 -0.944
H: 1.727 0.448 -1.272
N: -1.964 0.575 -1.383
C: -0.786 -0.654 0.866
O: -1.649 0.928 -0.020
O: -0.989 -1.646 0.224
H: -2.982 0.630 -1.404
H: -1.735 -0.425 -1.441
H: -1.053 -0.432 1.904

Mulliken population analysis, charges in e, atoms 1 to 5: C -1.1309; C 0.4460; N -0.6287; H 0.2655; H 0.4460

---

Relative to the most stable one, in hartree, the structures come out at #P 0.0000; #Q 0.0667; #R 0.1994.

---

#P
# C5H11N2O2S

An isolated ion of composition C5H11N2O2S and charge +1 (the ωB97M-V functional and the def2-TZVPD basis, the OMol25 dataset).

Results
- E_HOMO (eV) = -12.67
- structure (SMILES) = C/C=[N+](\C/C=[N+](/[O-])O)SC
- charge = +1

Atoms and positions in Å:
C: -1.191 0.455 -0.368
C: -2.314 -0.565 -0.605
C: 1.067 1.894 -0.822
C: 1.413 -2.380 1.140
C: 1.082 0.487 -0.250
N: -3.484 -0.490 -0.059
N: 0.096 -0.203 -0.134
O: -4.416 -1.162 -0.355
O: -3.679 0.604 0.796
S: -0.138 -1.851 0.463
H: -1.115 1.103 -1.280
H: -1.402 1.013 0.620
H: -2.165 -1.277 -1.398
H: 2.056 2.409 -1.135
H: 0.577 1.771 -1.706
H: 0.395 2.529 -0.172
H: 2.005 -2.497 0.266
H: 1.137 -3.410 1.457
H: 1.801 -1.684 1.826
H: -4.662 0.387 1.108
H: 2.120 0.083 -0.309

Mulliken population analysis, charges in e, atoms 1 to 5: C -0.2140; C -1.2550; C -1.3872; C -0.9779; C 0.4733

---

#Q
# C5H11N2O2S

An isolated ion of composition C5H11N2O2S and charge +1 (the ωB97M-V functional and the def2-TZVPD basis, the OMol25 dataset).

Results
- E_HOMO (eV) = -13.25
- charge = +1

Atoms and positions in Å:
C: 1.550 -0.630 -0.151
C: -1.507 1.530 -0.133
C: -2.794 0.732 0.640
C: -0.322 0.674 -1.118
C: 2.666 -0.638 0.825
N: 1.249 -1.734 -0.788
N: 0.889 0.496 -0.350
O: -1.188 -1.281 1.150
O: -1.058 -0.504 -1.284
S: -2.129 -0.982 0.099
H: -0.956 2.082 0.624
H: -1.957 2.237 -0.822
H: -2.716 0.831 1.708
H: -3.730 0.990 0.180
H: -0.172 1.204 -2.054
H: 3.074 0.354 0.997
H: 3.463 -1.302 0.498
H: 2.287 -1.018 1.776
H: 1.742 -2.591 -0.590
H: 0.414 -1.768 -1.368
H: 1.194 1.317 0.159

Mulliken population analysis, charges in e, atoms 1 to 5: C 0.8696; C -0.8084; C -0.5300; C 0.0344; C -1.3914

---

Relative to the most stable one, in hartree, the structures come out at #P 0.1647; #Q 0.0000.

---

#P
# CH5ClN2O

A 2-piece molecular cluster, CH5ClN2O overall (the ωB97M-V functional and the def2-TZVPD basis, the OMol25 dataset).

Results
- E_HOMO (eV) = -9.51
- structure (SMILES) = NC=O.NCl
- charge = 0

Atoms and positions in Å:
C: 1.649 -0.703 -0.089
N: 0.400 -1.027 0.282
N: -1.491 1.106 0.102
O: 2.236 0.332 -0.160
Cl: -0.565 2.308 -0.711
H: -0.451 -0.348 0.401
H: 2.075 -1.781 0.089
H: 0.201 -2.109 0.345
H: -2.212 1.622 0.631
H: -1.842 0.600 -0.890

Mulliken population analysis, charges in e, atoms 1 to 5: C 0.1221; N -0.3087; N -0.6937; O -0.4864; Cl -0.0493

---

#Q
# CH5ClN2O

A 3-piece molecular cluster, CH5ClN2O overall (the ωB97M-V functional and the def2-TZVPD basis, the OMol25 dataset).

Results
- E_HOMO (eV) = -9.12
- structure (SMILES) = [H]/N=N/[H].C=O.Cl
- charge = 0

Atoms and positions in Å:
C: 0.263 -1.607 -0.605
N: 2.281 0.462 -0.407
N: 2.837 0.797 0.635
O: -0.280 -0.990 -1.471
Cl: -5.767 1.658 0.438
H: 0.068 -2.697 -0.372
H: 1.227 -1.393 -0.055
H: 1.374 1.088 -0.555
H: 3.569 0.089 1.035
H: -5.572 2.592 1.357

Mulliken population analysis, charges in e, atoms 1 to 5: C 0.0116; N -0.1834; N -0.3193; O -0.3964; Cl -0.2516

---

Relative to the most stable one, in hartree, the structures come out at #P 0.0000; #Q 0.0374.

---

#P
# C7H10S

One molecule with the formula C7H10S (the ωB97M-V functional and the def2-TZVPD basis, the OMol25 dataset).

Results
- E_HOMO (eV) = -6.78
- charge = 0

Atoms and positions in Å:
C: 0.666 0.523 -1.501
C: 0.338 -2.017 -2.084
C: 0.781 0.974 2.672
C: -0.995 -0.662 0.030
C: -0.161 1.306 -0.777
C: -0.793 0.699 0.567
C: 0.092 0.268 1.799
S: 0.638 -1.093 -0.672
H: 1.012 0.670 -2.546
H: -0.552 -1.590 -2.660
H: 1.167 -2.088 -2.725
H: 1.441 0.250 3.227
H: 0.776 1.978 2.949
H: -1.228 -1.361 0.891
H: -1.563 -0.715 -0.896
H: -0.278 2.455 -0.856
H: -1.586 1.245 0.776
H: 0.245 -0.843 1.805

Mulliken population analysis, charges in e, atoms 1 to 5: C -0.2586; C -1.0518; C -0.9228; C -1.0282; C -0.3830

---

#Q
# C7H10S

One molecule with the formula C7H10S (the ωB97M-V functional and the def2-TZVPD basis, the OMol25 dataset).

Results
- E_HOMO (eV) = -8.36
- structure (SMILES) = C=C1C=C(C)CSC1
- charge = 0

Atoms and positions in Å:
C: 2.569 -1.074 0.020
C: 1.278 -0.499 0.025
C: 0.104 -1.218 -0.049
C: -1.232 -0.807 0.076
C: -2.284 -1.543 -0.237
C: -1.500 0.557 0.508
C: 1.283 0.954 0.105
H: 3.275 -0.727 -0.820
H: 3.064 -1.084 1.071
H: 2.373 -2.158 -0.057
H: 0.366 -2.298 -0.315
H: -2.287 -2.674 -0.397
H: -3.250 -1.156 -0.126
H: -1.245 0.465 1.565
H: -2.462 0.868 0.199
H: 1.912 1.298 0.972
H: 1.907 1.261 -0.883
S: -0.310 1.750 -0.243

Mulliken population analysis, charges in e, atoms 1 to 5: C -1.4016; C 0.9074; C -0.4745; C 0.7137; C -1.1103

---

#R
# C7H10S

One molecule with the formula C7H10S (the ωB97M-V functional and the def2-TZVPD basis, the OMol25 dataset).

Results
- E_HOMO (eV) = -8.20
- structure (SMILES) = C=C1S[C@@H](C)[C@H]2C[C@H]12
- charge = 0

Atoms and positions in Å:
C: -2.164 -0.962 0.850
C: -0.672 -0.620 1.103
C: 0.673 0.959 -0.666
C: 1.656 1.793 -1.080
C: 0.335 -0.407 -1.078
C: 0.724 -1.890 -1.120
C: 0.427 -1.203 0.163
H: -2.708 -0.364 1.574
H: -2.400 -0.718 -0.162
H: -2.209 -2.030 0.942
H: -0.491 -0.773 2.133
H: 2.224 1.454 -1.983
H: 1.840 2.753 -0.596
H: -0.741 -0.344 -1.358
H: 0.133 -2.615 -1.661
H: 1.757 -2.156 -1.169
H: 1.377 -0.935 0.589
S: -0.291 1.232 0.791

Mulliken population analysis, charges in e, atoms 1 to 5: C -1.1864; C -0.1334; C 0.3743; C -0.8146; C -0.1428

---

Relative to the most stable one, in hartree, the structures come out at #P 0.1569; #Q 0.0000; #R 0.0514.

---

#P
# C3H2N2O3

A 3-piece molecular cluster, C3H2N2O3 overall (the ωB97M-V functional and the def2-TZVPD basis, the OMol25 dataset).

Results
- E_HOMO (eV) = -10.85
- charge = 0

Atoms and positions in Å:
C: -0.850 1.573 0.968
C: -3.719 -1.988 0.948
C: -1.723 -1.029 0.961
N: -1.756 0.648 0.868
N: -3.024 -0.942 1.255
O: -0.836 2.838 1.322
O: -4.457 -2.821 0.559
O: -0.985 -1.935 0.569
H: -1.218 -1.158 -2.042
H: -0.504 -1.504 -2.448

Mulliken population analysis, charges in e, atoms 1 to 5: C 0.5224; C 0.7116; C 0.5244; N -0.2433; N -0.3233

---

#Q
# C3H2N2O3

One molecule with the formula C3H2N2O3 (the ωB97M-V functional and the def2-TZVPD basis, the OMol25 dataset).

Results
- E_HOMO (eV) = -10.71
- structure (SMILES) = O=c1ncoc(O)n1
- charge = 0

Atoms and positions in Å:
C: -0.954 -0.384 0.255
C: 1.408 -0.495 0.227
C: 0.295 1.428 0.022
H: -1.841 -1.933 -0.274
H: 0.265 2.467 -0.294
N: 0.048 -1.005 0.679
N: 1.450 0.974 0.340
O: -2.124 -0.913 -0.181
O: 2.458 -1.141 -0.492
O: -1.006 1.002 -0.282

Mulliken population analysis, charges in e, atoms 1 to 5: C 0.5899; C 0.4477; C 0.1483; H 0.4044; H 0.3713

---

Relative to the most stable one, in hartree, the structures come out at #P 0.0382; #Q 0.0000.